1.
Below is one molecule with the formula C2H5NO, with properties calculated with ωB97M-V with the def2-TZVPD basis set.

As for the net charge: 0. As for the energy above the lowest of the compared OMol25 structures with the same formula, charge and spin: 443.4 kJ/mol. Its HOMO energy is -9.2868 eV. The value obtained for the maximum force is 6.52 eV/Å. The value obtained for the total energy is -209.053452 a.u. The gap between HOMO and LUMO is 10.51 eV. As for the SMILES: C=CON.

Last column: Mulliken charge in e.
Element x y z (Å)
C 1.761 0.325 -0.152  -0.60
C 0.541 -0.165 -0.119  -0.07
O -0.832 0.645 0.353  -0.25
N -1.830 -0.188 -0.147  -0.47
H 2.644 -0.267 -0.268  0.26
H 1.889 1.370 -0.095  0.26
H 0.344 -1.177 -0.183  0.42
H -2.408 -0.022 0.660  0.24
H -2.377 0.121 -0.927  0.21

***

2.
Below is one molecule with the formula C2H5NO, with properties calculated with ωB97M-V with the def2-TZVPD basis set.

As for the net charge: 0. As for the energy above the lowest of the compared OMol25 structures with the same formula, charge and spin: 350.6 kJ/mol. Its HOMO energy is -9.7307 eV. The value obtained for the maximum force is 4.40 eV/Å. The value obtained for the total energy is -209.088779 a.u. The gap between HOMO and LUMO is 10.59 eV. As for the SMILES: C/C=N\O.

Last column: Mulliken charge in e.
Element x y z (Å)
C 1.130 -1.004 -0.064  -0.74
C -0.191 -0.658 0.460  0.22
N -0.877 0.343 0.289  -0.45
O -0.296 1.319 -0.516  -0.39
H 1.364 -0.495 -1.099  0.26
H 1.971 -0.669 0.773  0.22
H 1.247 -2.260 -0.282  0.25
H -0.556 -1.453 1.194  0.27
H -1.142 1.896 -0.853  0.37

***

3.
Below is one molecule with the formula C2H5NO, with properties calculated with ωB97M-V with the def2-TZVPD basis set.

As for the net charge: 0. As for the energy above the lowest of the compared OMol25 structures with the same formula, charge and spin: 351.4 kJ/mol. Its HOMO energy is -9.7019 eV. The value obtained for the maximum force is 10.47 eV/Å. The value obtained for the total energy is -209.088505 a.u. The gap between HOMO and LUMO is 9.90 eV. As for the SMILES: C=NCO.

Last column: Mulliken charge in e.
Element x y z (Å)
C 0.575 -0.034 -1.621  -0.31
N 1.023 -0.098 -0.187  -0.36
C 0.113 -0.099 0.885  -0.13
O -1.271 0.204 0.602  -0.50
H 1.260 -0.116 -2.364  0.32
H -0.471 0.071 -1.858  0.21
H 0.378 0.600 1.760  0.28
H -0.033 -1.185 1.395  0.20
H -1.573 0.657 1.387  0.30

***

4.
Below is one molecule with the formula C2H5NO2, with properties calculated with ωB97M-V with the def2-TZVPD basis set.

As for the net charge: 0. As for the energy above the lowest of the compared OMol25 structures with the same formula, charge and spin: 553.6 kJ/mol. Its HOMO energy is -8.4827 eV. The value obtained for the maximum force is 5.19 eV/Å. The value obtained for the total energy is -284.256518 a.u. The gap between HOMO and LUMO is 9.34 eV.

Last column: Mulliken charge in e.
Element x y z (Å)
C -1.245 -0.171 0.449  -0.42
C 0.723 -0.431 -0.115  0.01
N 0.473 1.051 -0.057  -0.28
O -0.781 1.115 0.648  -0.26
O 1.136 -0.841 -1.316  -0.50
H -2.083 -0.328 -0.307  0.24
H -1.216 -0.784 1.287  0.29
H 1.138 -0.938 0.811  0.34
H 1.065 1.435 0.566  0.22
H 0.791 -0.108 -1.966  0.38

***

5.
Below is one molecule with the formula C2H5NO2, with properties calculated with ωB97M-V with the def2-TZVPD basis set.

As for the net charge: 0. As for the energy above the lowest of the compared OMol25 structures with the same formula, charge and spin: 33.5 kJ/mol. Its HOMO energy is -9.8399 eV. The value obtained for the maximum force is 2.07 eV/Å. The value obtained for the total energy is -284.454601 a.u. The gap between HOMO and LUMO is 10.62 eV. As for the SMILES: CNC(=O)O.

Last column: Mulliken charge in e.
Element x y z (Å)
C 0.450 0.143 -1.320  -0.75
N 0.348 -0.497 -0.020  -0.17
C -0.607 -0.150 0.853  0.61
O -1.745 0.122 0.521  -0.58
O -0.261 -0.111 2.168  -0.50
H 0.649 -0.577 -2.116  0.26
H 1.275 0.851 -1.373  0.25
H -0.526 0.567 -1.533  0.32
H 1.164 -0.991 0.271  0.21
H -0.746 0.644 2.550  0.34

***

6.
Below is one molecule with the formula C2H5NO2, with properties calculated with ωB97M-V with the def2-TZVPD basis set.

As for the net charge: 0. As for the energy above the lowest of the compared OMol25 structures with the same formula, charge and spin: 337.3 kJ/mol. Its HOMO energy is -7.8851 eV. The value obtained for the maximum force is 2.60 eV/Å. The value obtained for the total energy is -284.338896 a.u. The gap between HOMO and LUMO is 8.65 eV. As for the SMILES: [NH3+]/C=C(\[O-])O.

Last column: Mulliken charge in e.
Element x y z (Å)
N -1.495 0.041 -0.092  -0.42
C -0.109 -0.216 -0.704  -0.83
C 0.843 0.197 0.236  0.63
O 0.433 0.676 1.347  -0.73
O 2.139 -0.133 0.031  -0.45
H -2.110 -0.756 -0.218  0.24
H -1.052 0.450 1.003  0.46
H -1.341 0.593 -1.053  0.50
H 0.059 -1.076 -1.332  0.29
H 2.633 0.224 0.783  0.32

***

7.
Below is one molecule with the formula C2H5NO2, with properties calculated with ωB97M-V with the def2-TZVPD basis set.

As for the net charge: 0. As for the energy above the lowest of the compared OMol25 structures with the same formula, charge and spin: 34.7 kJ/mol. Its HOMO energy is -9.7576 eV. The value obtained for the maximum force is 0.40 eV/Å. The value obtained for the total energy is -284.454139 a.u. The gap between HOMO and LUMO is 10.38 eV. As for the SMILES: NC(=O)CO.

Last column: Mulliken charge in e.
Element x y z (Å)
N -0.947 -0.705 0.916  -0.38
C 0.229 -0.024 0.835  0.42
O 0.916 0.204 1.812  -0.61
C 0.667 0.468 -0.553  -0.17
O -0.331 0.379 -1.552  -0.54
H -1.361 -0.739 1.837  0.25
H -1.566 -0.742 0.125  0.24
H 0.899 1.532 -0.424  0.21
H 1.600 -0.045 -0.835  0.27
H -0.105 -0.329 -2.162  0.31

***

8.
Below is one molecule with the formula C2H5NO2, with properties calculated with ωB97M-V with the def2-TZVPD basis set.

As for the net charge: 0. As for the energy above the lowest of the compared OMol25 structures with the same formula, charge and spin: 56.4 kJ/mol. Its HOMO energy is -9.5196 eV. The value obtained for the maximum force is 1.17 eV/Å. The value obtained for the total energy is -284.445873 a.u. The gap between HOMO and LUMO is 10.27 eV. As for the SMILES: CNC(=O)O.

Last column: Mulliken charge in e.
Element x y z (Å)
C 0.349 0.038 -1.841  -0.80
N 0.311 0.694 -0.539  -0.17
C -0.008 -0.002 0.610  0.51
O 0.664 -0.046 1.606  -0.53
O -1.240 -0.570 0.563  -0.45
H 1.170 -0.672 -1.873  0.25
H 0.470 0.822 -2.586  0.30
H -0.616 -0.407 -2.099  0.30
H 0.325 1.696 -0.507  0.24
H -1.304 -1.126 1.357  0.34

***

Taking the records one at a time from the top gives LUMO energy values of 0.045; 0.031; 0.007; 0.032; 0.029; 0.028; 0.023; 0.028 Ha.